Record 1
{
  "formula": "C20H31N3O5S",
  "method": "wB97M-V/def2-TZVPD",
  "species": ["C", "C", "N", "C", "C", "N", "C", "O", "C", "C", "C", "C", "N", "S", "O", "O", "C", "C", "C", "C", "O", "C", "C", "O", "C", "C", "C", "C", "C", "H", "H", "H", "H", "H", "H", "H", "H", "H", "H", "H", "H", "H", "H", "H", "H", "H", "H", "H", "H", "H", "H", "H", "H", "H", "H", "H", "H", "H", "H", "H"],
  "positions_angstrom": [[-4.871, -2.824, -0.917], [-4.057, -2.378, -2.126], [-3.777, -0.953, -2.095], [-2.778, -0.594, -1.107], [-2.647, 0.928, -1.015], [-2.300, 1.468, -2.310], [-1.182, 2.128, -2.680], [-0.970, 2.426, -3.844], [-0.187, 2.486, -1.583], [0.649, 3.704, -1.980], [1.677, 4.000, -0.891], [2.545, 2.770, -0.629], [1.744, 1.597, -0.339], [1.188, 1.453, 1.236], [-0.226, 1.170, 1.234], [1.635, 2.562, 2.030], [2.027, -0.017, 1.815], [2.815, -0.787, 0.996], [3.429, -1.922, 1.516], [3.252, -2.277, 2.843], [3.804, -3.360, 3.443], [4.632, -4.204, 2.680], [2.435, -1.474, 3.680], [2.317, -1.892, 4.961], [1.523, -1.129, 5.840], [1.830, -0.348, 3.147], [0.760, 1.299, -1.355], [-3.264, 1.084, -3.321], [-3.376, -0.437, -3.392], [-5.729, -2.170, -0.793], [-4.281, -2.800, -0.005], [-5.223, -3.842, -1.067], [-4.643, -2.572, -3.029], [-3.129, -2.974, -2.194], [-1.791, -1.030, -1.357], [-3.082, -0.973, -0.132], [-3.620, 1.342, -0.724], [-1.914, 1.172, -0.250], [-0.702, 2.704, -0.645], [-0.005, 4.565, -2.128], [1.146, 3.499, -2.931], [1.168, 4.261, 0.039], [2.312, 4.838, -1.184], [3.192, 2.933, 0.233], [3.160, 2.540, -1.506], [2.956, -0.508, -0.035], [4.049, -2.521, 0.869], [4.956, -4.989, 3.362], [4.088, -4.654, 1.843], [5.510, -3.672, 2.299], [1.576, -1.642, 6.799], [0.482, -1.087, 5.506], [1.910, -0.111, 5.949], [1.203, 0.300, 3.736], [0.213, 0.417, -1.022], [1.287, 1.065, -2.287], [-4.240, 1.504, -3.056], [-2.933, 1.491, -4.277], [-2.407, -0.858, -3.718], [-4.135, -0.707, -4.129]],
  "forces_ev_per_a": [[0.188, 0.014, -0.220], [-0.154, -0.043, 0.134], [0.066, -0.040, -0.079], [-0.129, 0.236, 0.152], [0.124, -0.276, 0.338], [-0.431, -0.186, -0.086], [0.198, 0.232, 0.302], [0.235, 0.104, -0.240], [0.160, 0.061, -0.389], [-0.098, 0.003, 0.146], [0.041, -0.182, -0.150], [0.354, 0.631, 0.255], [-0.371, -0.168, 1.097], [0.383, -0.553, -0.036], [0.134, -0.122, -0.145], [0.224, 0.025, -0.152], [-0.110, 0.420, -0.489], [-0.056, 0.114, -0.068], [0.041, -0.192, 0.232], [-0.015, -0.012, 0.063], [-0.265, 0.342, 0.110], [0.139, -0.140, -0.139], [-0.017, 0.059, -0.116], [0.189, -0.138, -0.285], [-0.124, 0.119, 0.136], [-0.011, -0.172, 0.386], [-0.638, -0.236, -0.069], [0.049, -0.150, -0.487], [-0.102, 0.266, -0.006], [-0.111, 0.048, 0.030], [0.012, -0.030, 0.130], [-0.030, -0.120, 0.063], [0.090, -0.015, 0.001], [-0.044, 0.032, -0.083], [-0.033, 0.002, 0.026], [0.054, -0.015, 0.025], [0.074, -0.028, 0.070], [-0.039, 0.076, -0.111], [-0.019, -0.069, -0.053], [0.027, -0.004, -0.082], [-0.047, 0.036, -0.039], [0.046, 0.094, 0.030], [0.008, 0.034, 0.047], [0.147, 0.087, -0.204], [-0.007, -0.032, 0.069], [0.049, 0.000, -0.101], [0.065, -0.084, -0.021], [0.002, 0.038, -0.090], [0.017, 0.034, 0.026], [-0.044, -0.008, 0.006], [-0.040, 0.083, -0.055], [0.032, 0.001, -0.001], [-0.009, -0.027, -0.014], [-0.063, -0.018, 0.268], [-0.041, -0.049, -0.267], [-0.023, -0.017, 0.054], [0.019, -0.023, -0.029], [-0.102, -0.039, 0.132], [-0.039, 0.013, -0.018], [0.044, -0.015, -0.003]],
  "mulliken_charge": [-1.3064, -0.4201, 0.0787, -0.6778, -0.7575, 0.1224, -0.1551, -0.7190, 0.9091, -1.0204, -0.5665, -1.1079, 0.2775, 1.1445, -0.6402, -0.6783, -0.0098, -0.7663, -0.8677, 1.0026, -0.4212, -0.9250, 0.7106, -0.4457, -0.8983, -0.6469, -1.5578, -1.0416, -0.7164, 0.3312, 0.3205, 0.4237, 0.4090, 0.3113, 0.3463, 0.3458, 0.2774, 0.2842, 0.5314, 0.4671, 0.3009, 0.3719, 0.4237, 0.4798, 0.5001, 0.4605, 0.3755, 0.2314, 0.3662, 0.3671, 0.2304, 0.3601, 0.3632, 0.4734, 0.5978, 0.5231, 0.3746, 0.4621, 0.2986, 0.4924],
  "largest_force_ev_per_a": 1.17,
  "relative_energy_kj_mol": 199.7,
  "smiles": "CCN1CCN(C(=O)[C@@H]2CCCN(S(=O)(=O)c3ccc(OC)c(OC)c3)C2)CC1",
  "lumo_energy_ha": 0.023,
  "spin_multiplicity": 1,
  "charge": 0
}

Record 2
{
  "formula": "C20H31N5O4",
  "method": "wB97M-V/def2-TZVPD",
  "species": ["C", "N", "C", "C", "O", "C", "N", "C", "O", "C", "C", "N", "N", "C", "C", "C", "C", "C", "C", "C", "O", "C", "C", "C", "C", "C", "C", "O", "N", "H", "H", "H", "H", "H", "H", "H", "H", "H", "H", "H", "H", "H", "H", "H", "H", "H", "H", "H", "H", "H", "H", "H", "H", "H", "H", "H", "H", "H", "H", "H"],
  "positions_angstrom": [[2.252, 0.967, -1.266], [0.825, 1.087, -0.995], [0.240, 0.119, -0.074], [-0.558, -0.969, -0.783], [0.232, -1.645, -1.755], [-1.064, -2.030, 0.180], [-0.004, -2.688, 0.910], [0.373, -2.273, 2.150], [-0.179, -1.341, 2.718], [1.497, -3.005, 2.763], [2.284, -4.083, 2.307], [3.204, -4.418, 3.194], [3.022, -3.571, 4.224], [3.877, -3.701, 5.397], [3.739, -2.557, 6.370], [2.499, -2.464, 7.294], [3.439, -2.061, 8.451], [4.619, -2.637, 7.637], [2.015, -2.713, 4.007], [0.167, 2.196, -1.448], [0.703, 3.018, -2.175], [-1.257, 2.415, -0.963], [-2.047, 3.329, -1.908], [-2.325, 2.672, -3.257], [-3.411, 1.612, -3.141], [-4.708, 2.249, -2.658], [-4.546, 3.194, -1.486], [-5.492, 3.512, -0.789], [-3.306, 3.723, -1.280], [2.537, 1.751, -1.959], [2.823, 1.074, -0.340], [2.494, -0.006, -1.697], [1.069, -0.352, 0.457], [-0.377, 0.601, 0.685], [-1.432, -0.522, -1.274], [0.522, -1.004, -2.413], [-1.738, -1.578, 0.907], [-1.616, -2.776, -0.392], [0.531, -3.396, 0.439], [2.228, -4.627, 1.377], [3.637, -4.646, 5.892], [4.904, -3.771, 5.035], [3.906, -1.603, 5.861], [1.702, -1.774, 7.023], [2.067, -3.455, 7.454], [3.511, -0.978, 8.547], [3.246, -2.490, 9.432], [4.814, -3.677, 7.905], [5.561, -2.091, 7.631], [1.719, -1.962, 4.718], [-1.804, 1.488, -0.803], [-1.182, 2.894, 0.019], [-1.454, 4.227, -2.075], [-2.646, 3.441, -3.964], [-1.394, 2.256, -3.641], [-3.570, 1.126, -4.106], [-3.102, 0.823, -2.449], [-5.156, 2.842, -3.460], [-5.453, 1.510, -2.366], [-3.264, 4.339, -0.482]],
  "forces_ev_per_a": [[0.013, -0.007, -0.006], [-0.058, 0.025, -0.122], [0.108, -0.008, 0.054], [-0.001, -0.059, -0.045], [0.012, 0.021, 0.016], [-0.038, 0.015, -0.004], [-0.019, -0.023, 0.024], [0.060, -0.051, -0.048], [-0.023, 0.016, 0.042], [-0.044, -0.012, -0.033], [0.016, 0.029, 0.030], [-0.051, 0.008, -0.001], [0.021, -0.008, -0.020], [-0.004, -0.026, -0.028], [0.009, 0.172, 0.017], [0.011, -0.115, 0.013], [0.015, 0.046, -0.068], [-0.027, -0.087, 0.013], [0.030, 0.005, 0.059], [0.068, -0.014, 0.120], [-0.035, -0.022, -0.019], [-0.004, 0.070, -0.047], [-0.067, -0.016, 0.055], [0.044, -0.019, 0.034], [-0.015, 0.003, -0.030], [-0.010, -0.025, 0.007], [0.057, 0.023, -0.035], [-0.012, 0.004, 0.028], [-0.001, -0.033, -0.017], [0.021, -0.007, 0.009], [-0.008, 0.029, -0.002], [-0.058, -0.010, 0.017], [-0.043, 0.023, 0.000], [0.006, 0.017, -0.024], [-0.012, -0.019, -0.002], [-0.004, 0.025, 0.002], [0.007, 0.002, -0.006], [0.004, 0.005, 0.019], [0.022, 0.013, 0.005], [0.010, -0.013, -0.001], [-0.003, 0.004, -0.004], [-0.001, -0.002, 0.005], [0.001, -0.032, -0.015], [-0.002, 0.008, 0.001], [-0.015, 0.023, 0.006], [-0.003, -0.009, 0.010], [-0.002, -0.002, 0.011], [0.013, 0.017, 0.006], [0.002, 0.005, 0.008], [-0.009, 0.000, -0.017], [0.017, -0.025, -0.018], [-0.010, 0.001, -0.002], [0.002, -0.004, -0.003], [-0.006, 0.003, 0.001], [0.008, 0.013, -0.007], [-0.005, -0.007, 0.010], [-0.001, 0.004, 0.003], [0.011, 0.008, 0.000], [-0.003, 0.006, -0.003], [0.008, 0.009, -0.002]],
  "mulliken_charge": [-1.1105, 0.2359, -1.2536, 1.6088, -0.6573, -1.3787, -0.0028, 0.4059, -0.7101, -0.0070, -0.3102, -1.3524, 1.0042, -0.7035, 0.1610, -0.6740, -0.5666, -0.8046, -0.3684, 0.8310, -0.6984, -0.6216, -0.0623, -0.9092, -0.1568, -0.4602, 0.2531, -0.6820, -0.1412, 0.3581, 0.3236, 0.3355, 0.3473, 0.3087, -0.5160, 0.4170, 0.4221, 0.4385, 0.2200, 0.4466, 0.2927, 0.2771, 0.3445, 0.3845, 0.2716, 0.2445, 0.3329, 0.2937, 0.3359, 0.5562, 0.0921, 0.3354, 0.3839, 0.3758, 0.4410, 0.3306, -0.1260, 0.2439, 0.3566, 0.2634],
  "largest_force_ev_per_a": 0.17,
  "relative_energy_kj_mol": 7.3,
  "smiles": "CN(C[C@@H](O)CNC(=O)c1cnn(CC2CCC2)c1)C(=O)C[C@H]1CCCC(=O)N1",
  "lumo_energy_ha": 0.019,
  "spin_multiplicity": 1,
  "charge": 0
}